DFT (wB97M-V/def2-TZVPD) results for a cluster of 6 separate species, C10H32O6 in total.

Last columns: bonded neighbours and bond lengths (Å).
CARTESIAN COORDINATES (ANGSTROEM)
1 H -4.820 -0.688 3.385  C38 1.090
2 H -1.653 -0.894 -2.654  C8 1.090
3 H 4.890 1.119 -3.470  O9 0.960
4 H 0.720 -0.335 -0.939  C5 1.090
5 C 0.542 -0.096 0.109  H4 1.090, H18 1.090, O20 1.424, C41 1.505
6 H -1.020 2.592 0.929  O16 0.957
7 H 4.952 -0.572 3.468  C15 1.090
8 C -2.626 -1.335 -2.436  H2 1.090, H10 1.090, C21 1.550, H31 1.090
9 O 4.219 1.593 -2.974  H3 0.960, C29 1.427
10 H -2.479 -2.060 -1.635  C8 1.090
11 H -4.379 -0.995 -1.473  C21 1.090
12 H -3.117 -1.047 0.896  C28 1.090
13 H 2.925 1.218 -4.429  C29 1.090
14 H 2.775 -0.024 -3.353  C29 1.090
15 C 4.752 -0.679 2.402  H7 1.090, O19 1.367, H30 1.090, C33 1.507
16 O -1.165 3.245 1.614  H6 0.957, H24 0.957
17 H -2.596 -1.885 2.369  C28 1.090
18 H 1.440 0.362 0.523  C5 1.090
19 O 5.869 -1.347 1.980  C15 1.367, H46 0.960
20 O -0.537 0.819 0.273  C5 1.424, H37 0.960
21 C -3.710 -0.316 -2.002  C8 1.550, H11 1.090, O26 1.417, H45 1.090
22 H 3.804 1.256 2.177  C33 1.090
23 H -6.177 -2.055 2.141  O39 0.960
24 H -0.549 3.948 1.410  O16 0.957
25 C 1.799 1.880 -2.755  C29 1.542, H34 1.090, H36 1.090, H42 1.090
26 O -3.057 0.707 -1.271  C21 1.417, H44 0.960
27 H -5.098 -0.272 1.616  C38 1.090
28 C -3.174 -1.044 1.985  H12 1.090, H17 1.090, C38 1.539, H43 1.090
29 C 2.954 1.051 -3.352  O9 1.427, H13 1.090, H14 1.090, C25 1.542
30 H 3.795 -1.197 2.455  C15 1.090
31 H -2.968 -1.937 -3.277  C8 1.090
32 H 0.229 -0.996 2.036  C41 1.090
33 C 4.585 0.651 1.716  C15 1.507, H22 1.090, H40 1.090, H48 1.090
34 H 0.918 1.272 -2.958  C25 1.090
35 H -0.685 -1.765 0.723  C41 1.090
36 H 1.574 2.882 -3.122  C25 1.090
37 H -1.255 0.474 -0.262  O20 0.960
38 C -4.669 -0.963 2.341  H1 1.090, H27 1.090, C28 1.539, O39 1.417
39 O -5.236 -2.236 2.087  H23 0.960, C38 1.417
40 H 4.317 0.416 0.686  C33 1.090
41 C 0.259 -1.287 0.985  C5 1.505, H32 1.090, H35 1.090, H47 1.090
42 H 1.803 1.894 -1.665  C25 1.090
43 H -2.759 -0.067 2.229  C28 1.090
44 H -3.600 1.428 -0.944  O26 0.960
45 H -4.269 0.129 -2.826  C21 1.090
46 H 6.001 -2.029 2.642  O19 0.960
47 H 0.994 -2.078 0.839  C41 1.090
48 H 5.483 1.265 1.779  C33 1.090

The electronic energy is -851.5388 Ha.

***

DFT (wB97M-V/def2-TZVPD) results for a cluster of 4 separate species, C19H34N4O3P3 in total.

Last columns: bonded neighbours and bond lengths (Å).
CARTESIAN COORDINATES (ANGSTROEM)
1 C -1.859 -3.281 -1.505  C3 1.518, O24 1.443, H28 1.090, H49 1.091
2 C 1.546 -1.937 0.352  C35 1.550, C44 1.530, H51 1.086, H56 1.094
3 C -1.212 -3.622 -2.835  C1 1.518, H12 1.096, H25 1.093, H30 1.087
4 H 5.017 2.571 0.047  C59 1.078
5 C -4.477 3.865 4.724  H13 1.076, C23 1.368, N62 1.368
6 C -0.528 -1.385 -1.070  O24 1.337, O43 1.213, C44 1.508
7 H 2.621 -3.671 -0.466  C35 1.093
8 H -2.785 -0.948 0.637  C63 1.078
9 H 3.953 -3.222 -4.345  C60 1.092
10 P 5.072 -1.750 -2.805  O21 1.644, P54 2.217, C60 1.833
11 H -4.711 -0.126 2.350  C22 1.077
12 H -0.155 -3.883 -2.711  C3 1.096
13 H -3.819 3.323 5.380  C5 1.076
14 H 3.850 -0.462 -0.379  P54 1.404
15 H 3.856 -1.502 -4.834  C60 1.090
16 C 1.943 3.321 -0.862  N18 1.367, C19 1.369, H61 1.076
17 H -4.840 2.543 -0.903  C34 1.076
18 N 1.765 2.522 0.233  C16 1.367, C33 1.370, H53 1.004
19 C 3.289 3.438 -1.086  C16 1.369, H40 1.076, C59 1.421
20 H -5.064 5.694 5.755  C23 1.077
21 O 5.999 -3.102 -2.684  P10 1.644, H52 0.964
22 C -4.411 0.287 1.401  H11 1.077, N26 1.368, C63 1.370
23 C -5.121 5.062 4.886  C5 1.368, H20 1.077, C32 1.421
24 O -0.991 -2.553 -0.611  C1 1.443, C6 1.337
25 H -1.699 -4.519 -3.227  C3 1.093
26 N -5.032 1.389 0.880  C22 1.368, C34 1.368, H39 1.004
27 H -6.488 6.159 3.492  C32 1.077
28 H -2.109 -4.194 -0.966  C1 1.090
29 C -3.488 0.798 -0.589  C34 1.369, H58 1.076, C63 1.424
30 H -1.324 -2.836 -3.577  C3 1.087
31 H -6.024 4.057 1.868  C45 1.077
32 C -5.866 5.306 3.701  C23 1.421, H27 1.077, C45 1.368
33 C 2.985 2.129 0.717  N18 1.370, H36 1.078, C59 1.372
34 C -4.481 1.704 -0.331  H17 1.076, N26 1.368, C29 1.369
35 C 2.434 -2.623 -0.717  C2 1.550, H7 1.093, H37 1.093, P54 1.820
36 H 3.060 1.500 1.590  C33 1.078
37 H 1.961 -2.563 -1.701  C35 1.093
38 H 6.516 -2.106 0.635  P42 1.404
39 H -5.790 1.884 1.315  N26 1.004
40 H 3.747 4.011 -1.874  C19 1.076
41 H 1.256 -0.265 -0.981  C44 1.094
42 P 5.285 -2.778 0.704  H38 1.404, H50 1.406, P54 2.226, N57 1.557
43 O -1.030 -0.767 -1.984  C6 1.213
44 C 0.658 -0.871 -0.293  C2 1.530, C6 1.508, H41 1.094, H48 1.092
45 C -5.649 4.249 2.859  H31 1.077, C32 1.368, N62 1.371
46 H 2.747 -2.164 -3.606  C60 1.090
47 H 5.005 -2.267 2.762  N57 1.016
48 H 0.295 -0.200 0.489  C44 1.092
49 H -2.784 -2.725 -1.663  C1 1.091
50 H 5.488 -4.042 0.123  P42 1.406
51 H 0.979 -2.676 0.910  C2 1.086
52 H 5.576 -3.863 -2.269  O21 0.964
53 H 0.875 2.275 0.624  N18 1.004
54 P 4.039 -1.774 -0.844  P10 2.217, H14 1.404, C35 1.820, P42 2.226
55 H -4.464 2.512 3.104  N62 1.004
56 H 2.188 -1.419 1.070  C2 1.094
57 N 4.493 -2.774 2.045  P42 1.557, H47 1.016
58 H -2.867 0.775 -1.468  C29 1.076
59 C 3.953 2.683 -0.081  H4 1.078, C19 1.421, C33 1.372
60 C 3.761 -2.202 -4.004  H9 1.092, P10 1.833, H15 1.090, H46 1.090
61 H 1.101 3.740 -1.384  C16 1.076
62 N -4.804 3.374 3.490  C5 1.368, C45 1.371, H55 1.004
63 C -3.444 -0.103 0.512  H8 1.078, C22 1.370, C29 1.424

Its total charge is +1. The electronic energy is -2212.8846 Ha.

***

Number 1: orbital gap 10.6 eV, highest occupied orbital energy -0.3659 hartree, maximum force 0.0623 Eh/bohr. Number 2: orbital gap 5.9 eV, highest occupied orbital energy -0.3573 hartree, maximum force 0.0221 Eh/bohr.